DFT (ωB97M-V/def2-TZVPD) results for a molecular structure, C18H48O6.

Last column: Mulliken charge in e.
Atoms and positions in Å:
1 H -9.302 -21.304 -9.919  0.46
2 C -10.662 -24.930 -8.999  -1.87
3 H -7.012 -22.228 -7.416  0.40
4 H -10.085 -28.595 -10.629  0.29
5 H -17.056 -22.484 -10.938  0.41
6 C -11.502 -28.521 -12.274  0.30
7 C -7.633 -26.995 -11.919  -2.06
8 C -12.023 -23.469 -10.540  -1.74
9 H -15.432 -22.845 -11.615  0.64
10 H -9.180 -20.240 -7.648  0.37
11 H -13.035 -23.841 -10.696  0.54
12 H -10.509 -28.775 -14.084  0.35
13 H -15.708 -22.961 -8.982  0.26
14 H -9.468 -27.771 -12.073  0.07
15 H -14.097 -21.680 -8.537  0.28
16 H -7.794 -27.906 -11.342  0.45
17 O -12.668 -27.919 -11.715  -0.54
18 C -13.488 -21.127 -9.252  -1.23
19 H -11.864 -22.862 -11.431  0.51
20 C -10.881 -24.413 -10.363  0.76
21 H -15.851 -19.751 -9.939  0.51
22 H -13.648 -20.252 -11.241  0.49
23 H -11.267 -27.109 -13.893  0.32
24 H -14.286 -22.858 -10.522  0.24
25 H -7.059 -22.798 -9.095  0.34
26 H -8.695 -26.751 -9.234  0.19
27 C -7.515 -22.117 -8.376  -1.57
28 O -14.224 -22.228 -11.243  -0.51
29 H -16.205 -21.376 -9.886  0.21
30 H -10.990 -25.274 -11.022  0.78
31 H -12.945 -28.420 -10.944  0.31
32 H -13.392 -20.162 -8.756  0.50
33 H -16.699 -24.043 -11.754  0.38
34 O -9.671 -23.935 -10.600  -0.76
35 O -7.789 -24.653 -11.647  -0.80
36 H -16.287 -25.291 -8.234  0.40
37 O -14.403 -24.098 -9.878  -0.55
38 H -10.888 -24.158 -8.263  0.64
39 H -7.257 -21.114 -8.715  0.39
40 H -12.303 -22.812 -9.717  -0.36
41 H -11.558 -29.608 -12.221  0.33
42 H -10.712 -26.966 -11.086  0.15
43 H -8.464 -25.026 -9.162  0.25
44 H -10.636 -21.162 -7.672  0.34
45 H -11.385 -25.740 -8.897  0.39
46 O -9.480 -22.206 -9.640  -0.30
47 H -6.993 -26.055 -9.309  0.42
48 C -10.349 -27.928 -11.450  -0.40
49 H -8.043 -27.031 -12.928  0.42
50 H -8.422 -23.946 -11.500  0.45
51 H -12.538 -21.654 -9.335  0.49
52 H -9.705 -25.411 -8.797  0.32
53 H -6.546 -26.950 -11.846  0.45
54 C -16.306 -23.256 -11.110  -1.82
55 C -15.781 -23.758 -9.721  0.44
56 H -16.192 -25.972 -9.753  0.37
57 C -11.358 -28.184 -13.739  -1.52
58 C -9.568 -21.243 -7.473  -1.48
59 C -15.626 -20.670 -10.481  -1.54
60 H -9.448 -25.879 -11.362  -0.85
61 C -16.512 -25.047 -9.272  -1.55
62 H -14.410 -24.954 -10.314  0.28
63 C -9.027 -22.325 -8.367  0.74
64 C -8.376 -25.855 -11.167  2.15
65 H -9.417 -21.449 -6.414  0.39
66 H -16.007 -20.485 -11.486  0.34
67 H -17.588 -24.911 -9.374  0.38
68 H -12.202 -28.547 -14.326  0.40
69 C -8.045 -25.944 -9.574  -1.05
70 C -14.174 -20.981 -10.624  0.72
71 H -9.416 -23.268 -7.983  0.18
72 H -9.530 -23.214 -9.982  0.29

The calculation puts the LUMO energy at 0.52 eV. Its charge is 0. Its HOMO energy is -8.48 eV. For the energy relative to the best compared isomer or geometry (same formula, charge and spin), the calculation gives 1108.2 kJ/mol.


DFT (ωB97M-V/def2-TZVPD) results for 2 unconnected molecules or ions with the total composition C3H10NOS.

Last column: Mulliken charge in e.
Atoms and positions in Å:
1 H -0.240 -1.076 1.888  0.38
2 H 2.323 0.158 -1.161  0.23
3 H 0.033 0.305 1.064  0.39
4 H -0.988 -1.137 -1.802  0.33
5 H 2.373 2.020 -0.998  0.30
6 C 1.713 1.154 -0.823  -0.56
7 O 1.382 1.034 0.513  -0.63
8 C -1.243 -1.409 -0.815  -0.90
9 H -1.301 0.193 2.173  0.39
10 H 2.199 1.067 1.110  0.33
11 S -2.374 1.003 -0.245  -0.06
12 N -0.758 -0.294 1.446  -0.22
13 H 0.831 1.396 -1.283  0.28
14 H -2.113 -2.086 -0.810  0.32
15 C -1.507 -0.296 0.149  0.12
16 H -0.329 -2.032 -0.406  0.29

The calculation puts the LUMO energy at -4.80 eV. Its charge is +1. Its HOMO energy is -13.73 eV. For the energy relative to the best compared isomer or geometry (same formula, charge and spin), the calculation gives 181.8 kJ/mol.


DFT (ωB97M-V/def2-TZVPD) results for a molecular structure, C36H36IrN3O7SSbSe.

Last column: Mulliken charge in e.
Atoms and positions in Å:
1 H -2.746 2.069 0.546  -0.21
2 Ir 1.009 -1.199 0.536  3.01
3 C -2.286 1.428 2.551  -0.55
4 H -1.412 5.151 -2.216  0.42
5 C 1.764 -5.945 -0.306  -0.68
6 H 0.226 -0.109 6.530  0.27
7 C 3.282 3.429 -2.262  -0.21
8 C 2.721 -2.031 -5.134  -0.50
9 H -0.412 0.567 -3.759  0.22
10 O 0.027 2.098 1.121  0.79
11 H 0.719 -1.849 -2.412  0.35
12 C 3.063 0.037 -3.955  -0.37
13 O 2.214 2.006 3.133  -0.76
14 H -1.671 4.233 0.231  -0.37
15 Sb 1.568 0.938 -1.323  -1.08
16 H 1.241 -3.338 -4.284  0.46
17 O -1.623 -2.648 -0.439  -0.62
18 C 4.492 1.770 -1.029  -0.41
19 O -2.458 -1.224 -2.566  -0.71
20 H 3.583 0.985 -3.875  0.32
21 H -2.738 4.140 -4.050  0.35
22 O -1.428 0.048 -0.398  -0.19
23 H 2.967 -2.699 -5.952  0.33
24 C 0.446 -0.987 3.322  0.24
25 C -3.048 3.799 1.809  -1.16
26 C -1.181 4.152 -2.571  -0.71
27 C -1.922 3.587 -3.599  -0.60
28 C 1.756 -2.389 -4.204  -0.76
29 H 4.420 5.119 -2.936  0.38
30 H 1.647 1.760 5.674  0.40
31 H 4.134 -0.525 -5.726  0.36
32 N -1.148 2.189 3.070  0.29
33 H -0.347 -3.042 4.899  0.29
34 C -0.557 -6.529 -0.452  -0.45
35 C 0.776 -6.931 -0.395  -0.48
36 H -1.752 -2.029 4.593  0.29
37 C 1.286 0.975 5.026  -1.12
38 N 1.209 -0.022 2.825  0.02
39 H 6.543 4.303 -1.959  0.34
40 H -1.943 -4.904 -0.468  0.42
41 H -1.919 0.533 2.058  -0.28
42 O -3.821 -1.199 -0.213  -0.79
43 C -1.804 4.536 1.274  0.21
44 H 2.213 -3.860 -0.202  -0.04
45 C 0.085 -4.174 -0.315  1.49
46 H -1.994 5.614 1.276  0.49
47 H 0.387 3.858 -1.146  0.72
48 S 3.175 -1.567 0.369  -0.64
49 H 6.579 2.149 -0.734  0.38
50 H -2.894 1.119 3.404  0.62
51 C -0.603 1.582 -3.435  -0.40
52 C -0.474 4.258 2.003  -1.35
53 N 0.075 -1.007 4.662  0.27
54 H -2.228 1.835 -4.801  0.39
55 H -3.186 4.014 2.877  0.31
56 C 3.375 -0.814 -5.007  -0.70
57 C 0.525 -0.021 5.490  0.13
58 C 1.612 1.036 3.589  0.43
59 C 5.655 2.512 -1.168  -0.62
60 H 0.367 4.674 1.451  0.36
61 H -0.949 -1.959 6.186  0.32
62 H -1.341 -7.278 -0.525  0.35
63 C -0.242 -2.790 -0.274  -1.26
64 H -1.442 2.887 3.740  0.39
65 C 4.445 4.177 -2.399  -0.73
66 C -0.904 -5.194 -0.420  -0.56
67 C 2.104 -0.316 -3.010  0.49
68 H -4.138 1.943 1.587  0.51
69 C -0.793 -2.070 5.112  -1.01
70 C 1.437 -4.609 -0.267  -0.43
71 H 2.809 -6.233 -0.271  0.37
72 H 4.514 0.833 -0.484  0.25
73 C -3.100 2.278 1.557  -0.02
74 C -0.160 3.424 -1.976  -0.53
75 C 0.155 2.140 -2.411  0.85
76 H 2.365 3.789 -2.712  0.38
77 H -3.910 4.245 1.304  0.47
78 C 5.635 3.720 -1.853  -0.44
79 H -0.482 4.673 3.014  0.37
80 C -1.633 2.299 -4.024  -0.62
81 C 1.455 -1.540 -3.149  -0.48
82 C -0.404 2.755 2.035  -0.35
83 Se -2.391 -1.138 -0.957  1.26
84 H 1.041 -7.982 -0.421  0.34
85 C 3.292 2.216 -1.583  0.28
86 O 0.021 -1.922 2.611  -0.75

The spin multiplicity is 6. The calculation puts the LUMO energy (spin up / spin down) at 4.32 / 4.31 eV. Its charge is -2. Its HOMO energy (spin up / spin down) is -0.48 / -2.78 eV. For the energy relative to the best compared isomer or geometry (same formula, charge and spin), the calculation gives 31.4 kJ/mol.


DFT (ωB97M-V/def2-TZVPD) results for 11 unconnected molecules or ions with the total composition C12H43O12.

Last column: Mulliken charge in e.
Atoms and positions in Å:
1 O -0.081 -0.072 1.483  -0.38
2 H -0.819 -3.886 3.084  0.26
3 H 2.904 -1.537 -2.358  0.25
4 H -3.533 0.620 1.059  -0.06
5 H -1.648 -0.145 -3.919  0.23
6 H -2.982 2.636 0.356  0.35
7 O 3.934 -3.189 -1.649  -0.56
8 H -1.380 -4.879 -2.729  0.31
9 O 1.419 3.600 0.434  -0.31
10 O -0.870 -5.821 -1.015  -0.55
11 H -1.756 -2.422 -4.407  0.17
12 C 0.046 0.143 0.269  0.02
13 C -1.108 1.452 4.311  -0.24
14 O -1.708 2.550 -1.486  -0.56
15 H -1.192 1.737 3.262  -0.16
16 H -5.131 1.246 1.170  0.30
17 C -4.122 1.392 1.555  -0.28
18 H -2.201 -1.583 -5.793  0.29
19 O -3.430 2.665 1.204  -0.53
20 H -1.631 4.217 -2.773  0.31
21 H -0.175 3.212 1.792  0.06
22 H -1.473 -3.741 -1.414  0.23
23 C -1.113 3.290 -2.530  -0.57
24 H 3.722 -0.102 3.082  0.37
25 H 1.155 2.734 0.117  0.46
26 H 1.171 3.650 2.619  0.29
27 O 2.379 1.236 2.293  -0.42
28 C 2.713 -0.077 2.671  -0.26
29 C 3.316 -1.915 -1.423  -0.07
30 C -0.943 -4.627 -1.763  -0.48
31 H 3.662 -3.751 -0.920  0.31
32 C -0.625 -0.769 -0.727  -0.87
33 H 1.571 1.112 1.790  0.19
34 H -1.016 2.707 -3.445  0.18
35 O -0.657 0.101 4.292  -0.60
36 C 0.708 3.836 1.650  -0.42
37 C 3.224 2.373 -1.905  -0.64
38 H 3.898 2.545 -2.745  0.37
39 H 0.097 -4.420 -2.012  0.20
40 H -0.082 -5.708 -0.479  0.32
41 H -0.078 -1.689 -0.930  0.19
42 O -2.475 -0.632 -3.907  -0.44
43 H 2.779 -0.671 1.760  0.05
44 H -1.540 -1.135 -0.262  0.42
45 O 2.120 1.745 -2.510  -0.60
46 H -3.521 -2.184 -4.837  0.26
47 H 1.580 1.503 -1.755  0.31
48 H -1.078 1.914 -1.140  0.22
49 H -0.837 -0.315 -1.696  0.05
50 H 0.848 -3.434 3.354  0.23
51 H 1.942 -0.321 3.403  0.24
52 H 0.384 4.869 1.527  0.40
53 H 3.972 -1.150 -1.007  0.27
54 H -2.000 1.582 4.925  0.30
55 H -0.090 3.503 -2.219  0.18
56 H 3.654 1.850 -1.051  0.18
57 H -0.391 2.110 4.802  0.21
58 O 0.692 1.138 -0.143  0.52
59 H 2.481 -2.075 -0.741  -0.20
60 C -2.527 -1.740 -4.765  -0.54
61 C -0.110 -3.065 2.986  -0.53
62 H -0.405 -2.151 3.501  0.16
63 O -0.008 -2.791 1.617  -0.49
64 H 3.001 3.370 -1.525  0.21
65 H -0.546 -0.102 3.360  0.36
66 H -4.227 1.303 2.636  0.24
67 H 0.135 -1.842 1.613  0.29

The spin multiplicity is 2. The calculation puts the LUMO energy (spin up / spin down) at 0.35 / -6.23 eV. Its charge is 0. Its HOMO energy (spin up / spin down) is -10.00 / -9.99 eV.


DFT (ωB97M-V/def2-TZVPD) results for a molecular structure, C11H11N3O6Pt.

Last column: Mulliken charge in e.
Atoms and positions in Å:
1 O 1.631 -0.841 -1.098  -0.73
2 C 1.942 0.097 2.178  0.08
3 C -1.255 -2.554 2.988  -0.47
4 C -1.372 -1.469 2.153  0.44
5 H -0.556 1.808 -4.520  0.34
6 N -1.108 1.793 -1.301  0.23
7 C -0.472 1.664 -2.389  0.54
8 N -0.314 -0.672 1.895  -0.16
9 H 1.947 1.533 -3.905  0.36
10 C 0.671 0.746 -2.357  0.46
11 H 0.102 -3.720 4.174  0.43
12 O 1.792 1.086 1.558  -0.53
13 O -2.252 2.539 -1.377  -0.52
14 C -2.694 -1.071 1.504  0.26
15 O -2.623 -0.010 0.721  -0.66
16 H 2.038 -2.204 3.674  0.50
17 H 1.224 -0.044 -4.280  0.31
18 O 3.077 -0.197 2.796  -0.46
19 H -1.928 2.556 -3.663  0.45
20 Pt -0.594 0.549 0.273  0.49
21 H -2.728 2.206 -0.609  0.41
22 C 1.056 -2.023 3.253  -0.37
23 C -0.856 2.381 -3.639  -1.46
24 H -0.356 3.354 -3.682  0.30
25 H 2.527 0.063 -3.094  0.41
26 C 1.645 0.571 -3.474  -1.52
27 C 0.868 -0.928 2.444  0.71
28 H 3.685 0.514 2.551  0.37
29 C -0.023 -2.852 3.531  -0.36
30 N 0.734 0.007 -1.267  0.28
31 H -2.142 -3.147 3.183  0.49
32 O -3.667 -1.736 1.780  -0.64

The spin multiplicity is 3. The calculation puts the LUMO energy (spin up / spin down) at -0.52 / -1.28 eV. Its charge is 0. Its HOMO energy (spin up / spin down) is -6.88 / -8.00 eV. For the energy relative to the best compared isomer or geometry (same formula, charge and spin), the calculation gives 0.0 kJ/mol.


DFT (ωB97M-V/def2-TZVPD) results for a single C3H9N3O molecule.

Last column: Mulliken charge in e.
Atoms and positions in Å:
1 N 0.442 0.281 -0.103  -0.26
2 O 0.066 -1.283 -1.612  -0.62
3 H -1.717 -0.033 1.497  0.17
4 C -1.455 -1.675 0.244  -0.19
5 H 0.158 0.871 0.631  0.23
6 N -1.502 -1.007 1.583  -0.56
7 H -2.376 -1.543 -0.378  0.21
8 H -1.218 -2.824 0.475  0.28
9 H 1.714 0.497 -1.737  0.35
10 H -2.119 -1.561 2.230  0.22
11 C 1.224 1.112 -1.033  -0.40
12 H 0.558 1.873 -1.444  0.33
13 H 2.616 1.581 0.394  0.26
14 H 1.665 2.622 0.139  0.24
15 N 2.242 1.965 -0.388  -0.68
16 C -0.298 -0.875 -0.500  0.41

The calculation puts the LUMO energy at 0.72 eV. Its SMILES is NCNC(=O)CN. Its charge is 0. Its HOMO energy is -9.24 eV. For the energy relative to the best compared isomer or geometry (same formula, charge and spin), the calculation gives 201.0 kJ/mol.


E_tot (computed, eV): -31718.1645 -17637.5739 -142273.4644 -37703.0354 -31583.7401 -9773.4563